Formula: C10H42O16
Source: the OMol25 dataset
Level of theory: wB97M-V/def2-TZVPD

The geometry in XYZ format:
```
68
Properties=species:S:1:pos:R:3:lowdin_charge:R:1
C -21.192 -16.263 -17.349 -0.253
C -21.968 -16.064 -18.627 -0.224
O -21.135 -15.859 -19.768 -0.084
O -20.529 -17.511 -17.237 -0.065
H -21.965 -16.360 -16.582 0.120
H -20.524 -15.427 -17.124 0.104
H -22.562 -15.148 -18.522 0.119
H -22.672 -16.882 -18.794 0.124
H -21.455 -15.156 -20.341 0.030
H -19.929 -17.729 -17.967 0.053
C -13.867 -17.665 -21.065 -0.259
C -14.912 -17.460 -19.987 -0.244
O -15.330 -18.692 -19.440 -0.073
O -12.675 -18.188 -20.497 -0.054
H -13.720 -16.765 -21.672 0.110
H -14.279 -18.301 -21.858 0.117
H -15.770 -16.997 -20.477 0.109
H -14.539 -16.811 -19.187 0.125
H -14.562 -19.156 -19.086 0.098
H -12.392 -18.936 -21.027 0.086
C -19.631 -10.766 -18.536 -0.248
C -18.656 -11.797 -19.036 -0.202
O -17.682 -12.203 -18.065 -0.094
O -18.994 -9.500 -18.511 -0.042
H -20.064 -11.092 -17.583 0.127
H -20.459 -10.783 -19.258 0.120
H -18.163 -11.476 -19.951 0.128
H -19.171 -12.722 -19.318 0.105
H -18.001 -12.284 -17.161 0.112
H -19.690 -8.854 -18.340 0.092
C -14.114 -11.889 -20.424 -0.218
C -14.285 -13.047 -19.455 -0.251
O -14.889 -12.687 -18.235 -0.064
O -15.353 -11.511 -21.019 -0.078
H -13.409 -12.203 -21.198 0.123
H -13.642 -11.031 -19.940 0.125
H -13.332 -13.542 -19.265 0.120
H -14.856 -13.857 -19.932 0.115
H -15.839 -12.546 -18.368 0.034
H -15.680 -10.751 -20.530 0.094
C -20.652 -16.405 -23.181 -0.246
C -20.049 -15.677 -24.375 -0.225
O -21.042 -15.090 -25.236 -0.077
O -21.184 -17.690 -23.500 -0.064
H -21.491 -15.787 -22.854 0.110
H -19.960 -16.519 -22.346 0.100
H -19.489 -16.401 -24.976 0.116
H -19.450 -14.827 -24.060 0.109
H -21.736 -15.758 -25.319 0.081
H -20.607 -18.108 -24.148 0.079
O -18.492 -14.949 -20.940 -0.057
H -19.333 -14.856 -20.470 -0.001
H -17.834 -15.027 -20.242 0.007
O -21.656 -13.318 -21.357 -0.036
H -20.913 -12.774 -21.643 0.049
H -22.441 -12.819 -21.613 0.059
O -17.796 -15.117 -18.150 -0.061
H -17.937 -15.348 -17.222 0.071
H -17.463 -14.194 -18.110 0.036
O -17.979 -17.962 -18.541 -0.058
H -17.943 -17.004 -18.368 -0.004
H -17.059 -18.271 -18.555 0.017
O -15.907 -16.475 -23.229 -0.057
H -16.346 -17.332 -23.238 0.039
H -16.633 -15.827 -23.183 0.020
O -16.253 -13.200 -23.159 -0.059
H -16.028 -12.849 -22.279 0.000
H -17.207 -13.317 -23.138 0.013
```

gap between HOMO and LUMO = 9.75 eV
calculated total energy = -1609.9501 Eh
HOMO = -9.921 eV
SMILES = OCCO.OCCO.OCCO.OCCO.OCCO.O.O.O.O.O.O

Formula: H24O12
Source: the OMol25 dataset
Level of theory: wB97M-V/def2-TZVPD

The geometry in XYZ format:
```
36
Properties=species:S:1:pos:R:3:lowdin_charge:R:1
H 0.651 -1.032 1.117 0.038
H 0.463 -0.246 -0.170 0.012
H 2.743 0.605 1.997 0.034
H 3.775 0.019 1.047 0.028
H 0.191 1.052 -2.214 0.064
H 0.771 2.017 -1.194 0.057
H -0.983 3.076 -0.243 0.062
H -0.726 4.241 -1.185 0.072
H 3.131 -2.557 0.005 0.015
H 1.907 -3.092 -0.719 0.009
H 2.995 1.294 -1.000 0.006
H 3.777 1.872 -2.168 0.045
H -1.218 -2.492 0.909 0.003
H -1.331 -3.459 -0.259 0.047
H -3.419 -1.229 2.222 0.045
H -2.193 -2.126 2.235 -0.003
H 0.129 -0.837 -5.750 0.034
H 0.162 -1.514 -4.390 0.033
H -2.787 2.132 -1.725 0.043
H -3.027 2.106 -3.225 0.045
H -1.862 -2.751 4.634 0.043
H -2.490 -1.515 5.257 0.045
H -0.478 1.867 2.329 0.018
H -0.864 3.302 2.647 0.033
O 0.739 -1.108 0.161 -0.050
O 3.208 -0.214 1.791 -0.049
O -0.062 1.746 -1.595 -0.125
O -0.610 3.288 -1.106 -0.130
O 2.794 -3.343 -0.440 -0.065
O 3.887 1.544 -1.268 -0.049
O -1.726 -2.660 0.107 -0.068
O -3.135 -2.129 2.030 -0.070
O 0.600 -0.831 -4.910 -0.062
O -2.363 2.336 -2.566 -0.053
O -1.844 -1.788 4.595 -0.059
O -0.805 2.426 3.043 -0.051
```

gap between HOMO and LUMO = 9.15 eV
calculated total energy = -917.0708 Eh
HOMO = -9.503 eV

Formula: C6H10N
Source: the OMol25 dataset
Level of theory: wB97M-V/def2-TZVPD

The geometry in XYZ format:
```
17
Properties=species:S:1:pos:R:3:lowdin_charge:R:1
C -0.298 -0.169 -0.684 -0.084
C -0.738 1.128 -0.488 -0.069
C -0.017 -1.587 -0.432 -0.072
C 0.637 -1.275 0.952 -0.290
C 0.635 0.861 -0.763 0.197
C -1.888 1.926 -0.429 -0.009
N 1.735 -0.453 0.843 0.001
H -0.869 -2.385 -0.398 0.168
H 0.703 -1.882 -1.234 0.142
H -0.178 -0.876 1.554 0.134
H 0.811 -2.279 1.415 0.144
H 1.600 1.198 -0.827 0.107
H -2.409 1.964 -1.396 0.130
H -1.668 2.955 -0.106 0.114
H -2.641 1.555 0.265 0.110
H 2.189 -0.003 1.654 0.141
H 2.395 -0.677 0.072 0.134
```

gap between HOMO and LUMO = 9.96 eV
calculated total energy = -288.9966 Eh
net charge = +1
HOMO = -13.630 eV

Formula: C28H39N2O4
Source: the OMol25 dataset
Level of theory: wB97M-V/def2-TZVPD

The geometry in XYZ format:
```
73
Properties=species:S:1:pos:R:3:lowdin_charge:R:1
C -5.192 -2.975 -1.550 -0.102
C -3.908 -2.759 -0.759 -0.276
C -3.487 -1.290 -0.695 -0.219
C -3.068 -0.727 -2.054 -0.213
C -2.355 0.622 -1.941 -0.221
C -3.309 1.766 -1.603 -0.202
H -3.855 1.530 -0.689 0.111
C -2.600 3.109 -1.419 -0.202
C -1.805 3.169 -0.117 -0.212
C -1.125 4.520 0.094 -0.156
C -0.409 4.592 1.442 -0.136
H 0.094 5.552 1.569 0.133
H -1.111 4.423 2.263 0.131
O 0.630 3.600 1.507 0.027
C 0.360 2.459 2.100 -0.476
O -0.651 2.156 2.671 0.135
C 1.549 1.483 1.949 0.034
N 1.058 0.237 1.418 0.087
C 1.124 -0.184 0.152 -0.147
N 0.450 -1.331 0.009 0.018
C -0.073 -1.682 1.238 -0.146
C -0.843 -2.763 1.652 -0.002
C -1.208 -2.797 2.982 -0.051
C -0.823 -1.795 3.877 -0.045
C -0.057 -0.720 3.478 0.020
C 0.313 -0.676 2.140 -0.119
H 0.217 0.060 4.167 0.121
H -1.138 -1.865 4.906 0.116
H -1.810 -3.617 3.340 0.115
H -1.152 -3.540 0.973 0.112
C 0.341 -2.103 -1.201 0.035
H -0.075 -1.498 -2.006 0.098
H 1.320 -2.481 -1.499 0.109
H -0.322 -2.945 -1.019 0.098
C 1.818 0.531 -0.970 -0.066
O 2.998 1.184 -0.586 -0.046
C 4.205 0.501 -0.703 -0.180
C 5.261 1.218 -1.245 0.008
C 6.516 0.650 -1.354 -0.069
C 6.712 -0.651 -0.930 -0.066
C 5.667 -1.376 -0.384 -0.010
C 4.405 -0.811 -0.251 -0.185
O 3.322 -1.460 0.303 -0.117
C 3.532 -2.735 0.873 -0.052
H 3.813 -3.472 0.116 0.104
H 2.580 -3.022 1.320 0.092
H 4.297 -2.701 1.652 0.107
H 5.847 -2.385 -0.052 0.109
H 7.683 -1.112 -1.017 0.112
H 7.330 1.218 -1.774 0.111
H 5.073 2.229 -1.567 0.126
H 2.007 -0.176 -1.786 0.148
H 1.151 1.321 -1.347 0.155
H 1.983 1.303 2.936 0.155
H 2.298 1.912 1.283 0.134
H -1.868 5.317 0.070 0.126
H -0.404 4.703 -0.705 0.123
H -2.475 2.968 0.722 0.127
H -1.043 2.385 -0.124 0.089
H -3.347 3.904 -1.408 0.117
H -1.935 3.293 -2.267 0.117
H -4.037 1.858 -2.411 0.119
H -1.580 0.549 -1.171 0.081
H -1.863 0.849 -2.891 0.117
H -2.406 -1.446 -2.545 0.101
H -3.945 -0.610 -2.689 0.114
H -2.652 -1.192 0.007 0.091
H -4.316 -0.707 -0.295 0.113
H -4.056 -3.121 0.261 0.103
H -3.106 -3.351 -1.210 0.096
H -5.997 -2.370 -1.139 0.079
H -5.492 -4.018 -1.504 0.073
H -5.057 -2.707 -2.594 0.069
```

gap between HOMO and LUMO = 8.81 eV
calculated total energy = -1500.6276 Eh
net charge = +1
HOMO = -11.420 eV
SMILES = CCCCCCCCCCOC(=O)Cn1c(COc2ccccc2OC)[n+](C)c2ccccc21